C10H12CuN2O4S as an isolated structure at a distorted geometry. Source: OMol25; level of theory: ωB97M-V with the def2-TZVPD basis set.

Positions of all 30 atoms, in Å:
H -0.91455 -1.76908 -3.53208
H 1.98416 -1.16402 1.19616
H 0.93408 -1.76537 -3.53307
H 2.13686 0.01531 3.30301
H -1.26305 -1.64775 3.64055
H -0.91917 0.52946 -4.47089
H -0.05505 1.11389 3.17402
C 0.00856 -1.20750 -3.66267
C 0.00591 0.04971 -4.13703
C -2.24509 0.46460 -1.90260
H 0.92910 0.53315 -4.47077
H -0.03180 0.23969 4.66846
C 1.24168 -0.59455 3.13274
H -1.98575 -1.20710 1.18829
O 0.00312 2.39181 0.96006
C 0.00052 2.47676 -2.75576
C 0.00197 1.93055 -0.09067
O -3.36341 0.62081 -1.72664
O 3.37265 0.63620 -1.72889
C 2.25774 0.47482 -1.90476
H 1.36066 -1.53173 3.69861
C -0.02562 0.10808 3.58460
C -1.24454 -0.67284 3.13013
C -0.00117 -1.05276 1.02160
Cu 0.00276 0.83570 -1.63914
N -1.16195 -0.87902 1.67861
S 0.00996 -1.40756 -0.65785
H -2.18239 -0.15358 3.35581
N 1.14516 -0.89513 1.69874
O -0.00136 3.52744 -3.21857

As for the expectation value of S²: 0.761. Its charge is +2. The calculation puts the energy relative to the best compared isomer or geometry (same formula, charge and spin) at 0.0 kcal/mol. The value obtained for the orbital gap (spin up / spin down) is 9.13 / 6.47 eV. The calculation puts the highest occupied orbital energy (spin up / spin down) at -17.02 / -16.98 eV. Its spin multiplicity is 2.

C10H12F30Li2N5O26S10 as an isolated structure at a distorted geometry. Source: OMol25; level of theory: ωB97M-V with the def2-TZVPD basis set.

Positions of all 95 atoms, in Å:
F -16.55929 -2.34166 0.32304
N -16.66948 -7.50773 -1.95722
O -16.40332 -6.54818 -4.41950
F -12.69129 -5.71134 6.10903
O -14.27694 -6.91871 -2.56706
C -12.48738 -4.63828 6.86968
O -13.74728 -0.70353 0.85125
F -12.29223 -4.96568 8.11652
H -14.32382 2.97640 2.05472
F -15.78770 -7.22419 0.95788
S -16.71827 -7.71507 -3.62708
Li -15.66345 -2.06886 4.69286
O -13.94162 3.81924 1.78182
C -15.48240 -2.65847 1.05939
F -15.06409 -9.66435 -2.93488
S -8.24653 -3.40477 6.80922
H -14.31294 3.98385 0.91092
F -15.69076 2.38315 4.94355
F -11.43812 -4.03966 6.30383
C -15.75643 -6.07295 3.88258
C -4.84181 -1.34760 7.91591
C -16.09097 3.17814 5.92180
Li -13.44720 -3.25624 3.79284
F -14.58139 -3.26916 0.33745
H -11.38816 -4.47272 4.11560
N -14.57552 5.59282 5.13890
O -10.83689 -2.00518 0.00743
S -16.22228 5.02003 5.25306
O -12.03173 -4.51729 3.39001
N -6.73462 -3.09665 7.36614
F -4.13381 -0.31519 7.47683
F -10.33183 -1.81459 7.40561
O -18.48336 -4.93451 0.07356
O -17.45070 -1.97994 3.89642
H -17.70986 -4.68195 0.58608
F -10.94264 0.24845 4.30584
O -13.82306 0.03934 5.21673
O -14.93286 -3.75452 7.86823
H -11.68293 -5.18535 2.79203
F -15.86354 -3.45173 2.06121
O -17.09954 5.73701 6.13091
C -15.46576 -9.12906 -4.06845
N -14.28773 -1.56143 3.21959
F -12.15235 7.81838 7.07896
F -15.26097 3.04565 6.94066
H -18.78682 -4.11543 -0.32898
H -10.46953 -1.39333 0.65065
C -9.37720 -2.48545 8.04333
H -11.25203 -2.69194 0.53628
O -5.60105 -1.88641 5.46665
O -15.89961 -0.07485 1.88445
F -14.57177 -6.10424 3.27296
H -16.85571 -0.89487 7.14722
O -8.62793 -2.94565 5.49202
O -17.02018 -4.63176 5.66440
F -11.26831 -1.07880 2.66225
O -7.17115 -0.63125 6.76366
N -14.61902 -3.78679 5.27751
F -9.92363 -3.39655 8.87347
F -16.09233 -7.32987 4.16431
F -16.11110 -10.05281 -4.78122
F -14.46521 -8.65749 -4.78413
F -14.76377 -8.73285 -0.18048
C -12.58107 7.09782 6.07035
S -13.51746 -0.14520 3.81867
H -18.26340 -1.92100 4.40850
S -15.38173 -6.64572 -1.66176
F -4.10503 -2.43094 8.22284
F -5.36691 -0.98075 9.10183
O -16.09417 -0.97542 6.56553
O -13.51124 -2.12978 6.75781
O -16.75423 4.79491 3.93473
S -14.82801 -1.00123 1.76529
S -14.43881 6.78363 6.20362
C -14.86240 -7.38857 0.01630
O -15.09598 7.99560 5.73637
O -15.63872 -5.25635 -1.33645
F -17.32357 2.78609 6.26644
F -8.70361 -1.63894 8.84421
F -12.38554 7.72124 4.89349
C -11.71255 -0.70641 3.84662
O -8.48579 -4.80348 7.01026
S -14.04605 -3.47074 6.76274
O -14.62885 6.40419 7.60014
F -11.91457 5.95205 5.97657
O -15.31235 -6.09611 6.50221
F -13.66609 -6.98679 0.38841
S -6.24173 -1.75747 6.75041
F -16.70102 -5.59065 3.07977
F -11.65533 -1.75255 4.69371
S -15.68446 -5.12438 5.49830
H -17.72996 -1.90248 2.97721
O -13.50879 1.04904 3.00874
O -18.00354 -8.28479 -3.95718
H -15.36435 -0.56364 7.04627

Its charge is -3. The value obtained for the orbital gap is 7.81 eV. The calculation puts the highest occupied orbital energy at -3.69 eV.

Number 2 is which compound?
C10H12F30Li2N5O26S10

charge of number 1 (C10H12CuN2O4S)?
+2

What did the first record say?
C10H12CuN2O4S as an isolated structure at a distorted geometry. Source: OMol25; level of theory: ωB97M-V with the def2-TZVPD basis set.

Positions of all 30 atoms, in Å:
H -0.91455 -1.76908 -3.53208
H 1.98416 -1.16402 1.19616
H 0.93408 -1.76537 -3.53307
H 2.13686 0.01531 3.30301
H -1.26305 -1.64775 3.64055
H -0.91917 0.52946 -4.47089
H -0.05505 1.11389 3.17402
C 0.00856 -1.20750 -3.66267
C 0.00591 0.04971 -4.13703
C -2.24509 0.46460 -1.90260
H 0.92910 0.53315 -4.47077
H -0.03180 0.23969 4.66846
C 1.24168 -0.59455 3.13274
H -1.98575 -1.20710 1.18829
O 0.00312 2.39181 0.96006
C 0.00052 2.47676 -2.75576
C 0.00197 1.93055 -0.09067
O -3.36341 0.62081 -1.72664
O 3.37265 0.63620 -1.72889
C 2.25774 0.47482 -1.90476
H 1.36066 -1.53173 3.69861
C -0.02562 0.10808 3.58460
C -1.24454 -0.67284 3.13013
C -0.00117 -1.05276 1.02160
Cu 0.00276 0.83570 -1.63914
N -1.16195 -0.87902 1.67861
S 0.00996 -1.40756 -0.65785
H -2.18239 -0.15358 3.35581
N 1.14516 -0.89513 1.69874
O -0.00136 3.52744 -3.21857

As for the expectation value of S²: 0.761. Its charge is +2. The calculation puts the energy relative to the best compared isomer or geometry (same formula, charge and spin) at 0.0 kcal/mol. The value obtained for the orbital gap (spin up / spin down) is 9.13 / 6.47 eV. The calculation puts the highest occupied orbital energy (spin up / spin down) at -17.02 / -16.98 eV. Its spin multiplicity is 2.

The lowest charge belongs to which entry?
C10H12F30Li2N5O26S10